# 1
{
  "formula": "C5H16N2O",
  "method": "ωB97M-V/def2-TZVPD",
  "molar_mass_g_mol": 120.196,
  "total_charge": 1,
  "spin_multiplicity": 2,
  "e_tot_ev": -10463.1482,
  "symbols": ["C", "C", "C", "C", "N", "C", "N", "H", "H", "H", "H", "H", "H", "H", "H", "H", "H", "H", "H", "H", "H", "H", "H", "O"],
  "positions_angstrom": [[-0.4981, 0.5356, -0.0718], [0.7229, 0.9892, -0.9047], [0.7782, 2.5092, -0.9081], [2.0500, 0.4124, -0.3204], [-0.7569, -0.9181, -0.2198], [-1.5698, -1.5008, 0.8601], [-2.9705, -1.1762, 0.3875], [-0.2990, 0.7795, 0.9839], [-1.3685, 1.1229, -0.3951], [0.6469, 0.6297, -1.9969], [0.0067, 3.0017, -1.5039], [0.8023, 2.9539, 0.1096], [1.7228, 2.7333, -1.3932], [2.2577, 0.9383, 0.6327], [2.9320, 0.3434, -0.9372], [1.8592, -0.6392, -0.0771], [-0.9318, -1.1964, -1.1857], [-1.3591, -1.2113, 1.9139], [-1.5880, -2.6250, 0.8032], [-3.1604, -0.2131, 0.6497], [-3.0259, -1.2344, -0.6233], [0.7251, -1.6927, 0.9028], [1.9790, -2.3860, 1.6057], [1.0450, -2.1560, 1.6883]],
  "atomic_forces_ev_per_a": [[0.93, 0.11, -0.51], [0.63, -0.52, -1.24], [0.35, 0.30, -0.01], [-1.40, -0.51, 1.04], [-1.07, 1.86, 1.81], [-1.62, -3.06, -1.10], [1.80, 1.21, 0.79], [-0.17, -0.39, -0.23], [0.07, -0.25, -0.05], [-0.23, 0.43, 1.51], [-0.14, -0.19, 0.17], [-0.05, -0.37, -0.53], [0.16, 0.43, 0.04], [0.16, -0.31, -0.50], [0.04, 0.72, -0.52], [0.20, 0.16, 0.11], [0.22, -0.46, 0.19], [0.04, 0.31, -1.17], [0.79, 1.16, 0.14], [-0.49, 0.09, -0.06], [-0.49, -0.43, -0.13], [0.98, -0.41, 0.20], [-0.22, 0.21, -0.28], [-0.48, -0.08, 0.34]]
}

# 2
{
  "formula": "C5H16N2O2",
  "method": "ωB97M-V/def2-TZVPD",
  "molar_mass_g_mol": 136.195,
  "total_charge": 0,
  "smiles": "C/C(=C\\N)CCN.O.O",
  "e_tot_ev": -12519.0330,
  "symbols": ["C", "C", "C", "C", "N", "C", "N", "H", "H", "H", "H", "H", "H", "H", "H", "H", "H", "H", "H", "H", "H", "O", "H", "H", "O"],
  "positions_angstrom": [[0.3223, -0.1395, 2.1125], [-0.1759, 0.5881, 0.8381], [0.4454, 0.0789, -0.4352], [-0.3007, -0.0253, -1.5450], [0.1682, -0.4965, -2.7765], [1.9532, 0.0992, -0.4963], [0.1471, -1.5918, 2.1302], [1.3922, 0.0819, 2.1425], [-0.1565, 0.3423, 2.9628], [-1.2584, 0.5428, 0.8655], [0.0591, 1.6389, 1.0212], [-1.3503, 0.2395, -1.5625], [-0.5648, -0.8184, -3.3848], [0.9465, -1.1298, -2.6989], [2.2193, 1.1576, -0.3939], [2.3604, -0.3713, -1.3872], [2.4627, -0.3959, 0.3365], [-0.1180, -1.9297, 1.2173], [1.0461, -2.0600, 2.2434], [-1.4847, 3.4599, -0.8657], [-0.3203, 2.4221, -0.9870], [-0.5322, 3.3512, -0.8368], [-2.9344, -2.1431, 0.8671], [-1.7276, -1.3186, 0.4751], [-2.5986, -1.5824, 0.1576]],
  "atomic_forces_ev_per_a": [[0.75, 0.44, -0.79], [0.22, -0.29, 1.08], [-0.35, 0.67, -0.13], [0.31, -0.77, -0.15], [-0.14, 0.51, 0.24], [-0.14, -0.30, 0.59], [0.21, -0.39, -0.09], [-0.01, 0.11, 0.44], [-0.01, -0.17, 0.18], [-0.36, -0.02, -0.50], [0.12, 0.13, -0.10], [-0.12, -0.14, 0.25], [0.12, -0.14, -0.06], [-0.06, -0.06, -0.23], [0.37, -0.11, -0.42], [0.04, 0.41, -0.20], [-0.31, -0.10, 0.06], [-0.23, 0.03, -0.34], [-0.23, 0.24, 0.37], [-0.06, -0.27, -0.06], [-0.29, -0.02, -0.09], [0.36, 0.33, 0.05], [-0.05, 0.05, -0.08], [-0.14, 0.03, -0.15], [-0.02, -0.16, 0.15]]
}

# 3
{
  "formula": "C5H16N2O2",
  "method": "ωB97M-V/def2-TZVPD",
  "molar_mass_g_mol": 136.195,
  "total_charge": 0,
  "smiles": "CNC[C@H](CO)NC.O",
  "e_tot_ev": -12518.0271,
  "symbols": ["C", "N", "C", "C", "O", "C", "N", "C", "H", "H", "H", "H", "H", "H", "H", "H", "H", "H", "H", "H", "H", "H", "H", "H", "O"],
  "positions_angstrom": [[0.1845, -0.5436, -2.2338], [-0.6827, -0.2647, -1.0611], [-0.3742, 1.0085, -0.3708], [-1.5603, 1.5684, 0.4255], [-2.3900, 2.3066, -0.4818], [0.7549, 0.8401, 0.7498], [1.9654, 0.1208, 0.3307], [2.2854, -0.9810, 1.2437], [-0.3521, -1.3398, -2.7930], [1.0581, -1.0618, -1.8694], [0.3847, 0.3032, -2.8984], [-1.6229, -0.1957, -1.4218], [0.0379, 1.7426, -1.1026], [-2.2422, 0.8247, 0.8926], [-1.2762, 2.2944, 1.2055], [-2.8395, 1.6410, -1.0114], [1.0811, 1.8347, 1.1077], [0.3318, 0.2513, 1.5714], [2.0723, -0.1758, -0.5964], [2.3911, -0.6148, 2.3024], [3.2811, -1.3070, 0.9755], [1.6149, -1.8375, 1.4209], [-0.6766, -2.2992, 0.9705], [-2.0939, -2.1210, 1.0307], [-1.3328, -1.9945, 1.6136]],
  "atomic_forces_ev_per_a": [[-1.41, -1.25, 0.40], [0.37, 0.76, -0.16], [1.80, -0.36, 1.91], [-0.91, 0.44, -0.95], [-0.39, 0.12, -0.08], [-0.09, -0.52, -1.50], [-0.30, -0.45, 2.43], [0.85, 0.85, 1.30], [0.31, 0.60, -0.03], [0.57, 0.27, -0.24], [0.16, 0.01, 0.21], [-0.23, 0.02, 0.03], [-0.66, -0.07, 0.43], [1.06, -0.12, -0.05], [0.24, -0.43, -0.40], [-0.17, 0.28, -0.12], [-0.54, -0.26, -0.10], [-0.23, 0.36, -0.02], [-0.34, -0.06, -1.24], [0.03, 0.17, -0.96], [0.18, -0.56, -0.03], [-0.29, 0.11, -0.92], [0.52, 0.31, 0.38], [-0.40, 0.28, 0.48], [-0.14, -0.51, -0.80]]
}